# 1
Computed, not measured: a cluster of 3 separate species, C25H34ClF6N6O12 in total in a non-equilibrium geometry, with the ωB97M-V functional and the def2-TZVPD basis.

Values from the calculation:
Frontier orbital gap (eV): 8.80
LUMO level (eV): -3.39
Net charge: +1
Maximum force (eV Å⁻¹): 1.166
HOMO energy (eV): -12.19

XYZ file:
```
84
Properties=species:S:1:pos:R:3:forces:R:3
C 1.73845 -2.99138 -3.28077 -0.0471 -0.0097 -0.0498
C 0.86055 -2.22352 -3.55504 0.1402 0.0032 0.0999
C -0.21123 -1.29745 -3.91039 0.1705 0.0094 -0.0610
C 0.00280 0.18157 -3.45608 -0.2068 -0.2824 0.2901
C 1.47115 0.56346 -3.73949 0.0961 0.1842 -0.0665
C 1.97640 2.00950 -3.69427 0.1102 -0.0016 0.0366
N 2.23761 2.46632 -2.32597 -0.2057 -0.0332 0.0528
C -0.42897 0.26071 -1.96500 0.3248 0.0312 0.2324
C 0.53732 -0.43184 -0.97711 -0.0017 0.0763 0.2151
C -0.07216 -1.60090 -0.19789 0.0883 0.0372 0.4217
O 1.00902 -2.47344 0.16248 0.0129 0.1270 -0.4996
C 0.77484 -3.81301 0.11405 -0.0025 -0.3035 -0.1163
O 1.47168 -4.55807 -0.50002 0.0013 0.1968 0.2886
N -0.64845 1.64955 -1.48503 -0.9827 -0.3227 -0.4518
C -1.32943 1.75242 -0.15591 0.3708 0.0895 0.3712
N -0.56699 2.31305 0.92747 0.1695 -0.1434 -0.0574
C -0.96171 2.59155 -2.37427 -0.0789 0.1776 0.1984
N -1.05734 3.86155 -1.96564 0.0748 0.0043 -0.0762
N -1.53591 4.84873 -2.83489 -0.0820 0.1043 -0.1300
C -0.75364 5.77049 -3.10347 0.4593 -0.5165 0.2796
O -0.02983 6.61515 -3.37999 -0.2756 0.3680 -0.1581
N -1.23466 2.35018 -3.66931 1.1579 -0.1360 0.0059
C -1.01098 1.02863 -4.27502 -0.2653 0.2676 0.0647
Cl -0.42706 1.34447 -5.92313 0.0738 -0.0186 -0.0316
C -2.40762 0.34457 -4.48640 0.0062 0.0021 -0.0478
O -2.68273 -0.25493 -5.47709 0.0991 -0.0244 0.1743
C -3.54954 0.45740 -3.43326 0.1046 0.1777 0.0383
F -3.99037 -0.77413 -3.17365 -0.1022 -0.1192 -0.0095
F -3.13430 0.99328 -2.23791 -0.2360 -0.0927 -0.1049
C -4.67349 1.37918 -3.96589 -0.0917 -0.1096 0.2251
F -4.06861 2.45059 -4.50804 0.0061 0.2102 -0.1330
F -5.34532 0.74274 -4.92297 -0.1006 -0.1749 -0.0779
C -5.68940 1.81999 -2.87032 0.2243 0.1724 -0.1864
F -6.10277 0.70482 -2.23582 -0.0224 -0.0945 0.0258
F -6.73433 2.37225 -3.50632 -0.0681 0.0718 0.0556
C -5.16498 2.84837 -1.82749 0.0217 -0.2720 -0.0101
O -4.33431 3.65863 -2.08827 -0.1510 -0.0386 0.1411
O -5.82703 2.75914 -0.65226 0.3286 0.3151 0.0672
H 2.50905 -3.69116 -3.04581 -0.0840 0.0445 0.0444
H -1.14750 -1.68494 -3.49229 -0.0300 0.0573 -0.1410
H -0.31209 -1.29990 -5.00083 -0.0554 -0.0555 0.0742
H 1.71573 0.16332 -4.72521 -0.0609 -0.0037 0.0506
H 2.09137 -0.00491 -3.04555 -0.0204 -0.0633 -0.1029
H 2.87938 2.02683 -4.31628 -0.0505 0.0319 -0.0022
H 1.28304 2.71090 -4.16018 0.0214 -0.0320 -0.0487
H 2.94417 1.87935 -1.89446 -0.0028 0.0362 -0.0039
H 2.61442 3.40691 -2.33537 0.0574 -0.0288 -0.0248
H -1.39475 -0.25031 -1.88585 0.0905 0.0417 -0.0388
H 0.87673 0.32585 -0.26815 0.1442 -0.1048 -0.0921
H 1.43030 -0.81674 -1.45843 -0.0933 -0.0316 -0.1323
H -0.82896 -2.13217 -0.78222 0.1001 -0.0400 -0.0407
H -0.52659 -1.24914 0.73498 -0.2082 -0.0358 -0.1239
H -0.06879 -4.14987 0.73637 -0.1338 0.1047 -0.1287
H -2.25388 2.31696 -0.30221 0.1314 0.0698 -0.0596
H -1.61360 0.73946 0.13063 -0.0504 0.0588 -0.0985
H 0.00853 1.61842 1.38747 -0.0466 0.0277 0.0216
H 0.05976 3.05911 0.65239 -0.0924 0.0452 -0.0098
H -0.90963 4.12140 -1.00247 -0.0600 -0.0554 -0.0210
H -0.94420 3.10061 -4.28525 -0.5600 0.1164 -0.0846
H -5.50557 2.03648 -0.09471 -0.2599 -0.1030 -0.1291
C 5.25742 -0.67642 5.30485 0.0064 0.0040 0.0414
O 4.57937 -1.86901 4.88848 0.1129 0.0698 -0.0540
C 4.39402 -1.97911 3.57601 -0.0577 -0.0559 0.0140
O 4.72545 -1.17560 2.74207 -0.0229 0.0270 0.0005
O 3.76409 -3.13022 3.34525 0.0360 0.0215 0.0112
C 3.49981 -3.39237 1.96208 0.0910 -0.1362 0.0392
H 5.31724 -0.73776 6.38707 -0.0045 -0.0098 0.0002
H 6.25577 -0.63617 4.87509 -0.0081 0.0108 -0.0312
H 4.69263 0.20565 5.01053 0.0117 0.0026 -0.0323
H 4.43009 -3.47119 1.40243 0.0046 0.0567 -0.0001
H 2.88037 -2.60727 1.54232 0.0522 0.0386 -0.0320
H 2.98327 -4.34712 1.93685 -0.0047 0.0082 0.0511
C 2.51844 -2.90662 6.99621 0.0658 -0.0599 0.0783
O 1.80926 -2.04513 7.89655 -0.0039 0.0141 0.0024
C 0.51524 -2.32680 8.02339 -0.0098 -0.0112 0.0174
O -0.07897 -3.19675 7.43950 -0.0031 0.0164 -0.0222
O -0.01449 -1.47989 8.90499 0.0085 0.0047 -0.0153
C -1.40967 -1.68171 9.15439 -0.0246 0.0363 0.0467
H 3.54400 -2.55611 6.99488 -0.0616 0.0125 0.0186
H 2.47888 -3.93592 7.34755 -0.0618 -0.0120 -0.0238
H 2.10176 -2.84380 5.99366 -0.0033 -0.0138 0.0007
H -1.58615 -2.67691 9.55695 0.0036 -0.0154 -0.0238
H -1.98475 -1.55312 8.23942 0.0049 -0.0243 -0.0121
H -1.68664 -0.92674 9.88324 0.0116 0.0023 0.0003
```
Positions in Å, forces in eV/Å.

These are the Mulliken partial charges, in e, on atoms 1 to 5: atom 1 (C): -0.063, atom 2 (C): -1.565, atom 3 (C): -0.712, atom 4 (C): 0.358, atom 5 (C): -1.349



# 2
Computed, not measured: a structure of composition C31H34N2P2RuS2 in a non-equilibrium geometry, with the ωB97M-V functional and the def2-TZVPD basis.

Values from the calculation:
Frontier orbital gap (alpha / beta) (eV): 6.65 / 6.65
LUMO level (alpha / beta) (eV): -7.20 / -7.20
Net charge: +2
Maximum force (eV Å⁻¹): 1.000
HOMO energy (alpha / beta) (eV): -13.86 / -13.85

XYZ file:
```
72
Properties=species:S:1:pos:R:3:forces:R:3
Ru -0.80747 0.71312 0.71278 -0.1320 0.9769 -0.1697
S 0.81277 1.33937 2.24707 -0.0926 -0.2099 -0.2548
P 1.94232 -0.00205 1.12609 -0.8754 0.0616 0.0992
C 0.60419 -0.18912 -0.04115 0.7206 -0.2809 -0.0433
P 0.42178 0.20108 -1.74911 -0.2454 -0.1283 -0.1051
S -0.98009 1.67642 -1.40468 0.0151 -0.2412 0.4996
C 1.85041 0.85038 -2.57795 0.2023 0.0494 -0.0249
C 1.96617 2.20996 -2.85934 0.0750 -0.1055 -0.0268
C 3.06744 2.65959 -3.57326 -0.0324 0.0078 0.0193
C 4.04286 1.76228 -3.98056 0.0223 -0.0211 -0.0232
C 3.93419 0.40644 -3.68386 -0.0266 0.0504 0.0077
C 2.83462 -0.05832 -2.98648 -0.0450 0.1283 -0.0164
C -0.20360 -1.15651 -2.71332 -0.0692 -0.1365 0.0318
C -0.69606 -2.29637 -2.07736 -0.0011 0.0357 -0.0404
C -1.22733 -3.32804 -2.83555 0.0314 0.0399 0.0081
C -1.27596 -3.21194 -4.21862 -0.0158 -0.0324 0.0112
C -0.79393 -2.07354 -4.85178 0.0078 0.0177 -0.0141
C -0.25169 -1.04174 -4.10457 0.0057 -0.0087 0.0710
C 3.43069 0.69612 0.47954 0.2217 0.0466 -0.0577
C 4.46845 -0.17074 0.11499 -0.0121 0.1325 -0.0007
C 5.63308 0.35643 -0.41572 -0.0368 -0.0118 0.0251
C 5.75579 1.72976 -0.58131 0.0231 0.0399 0.0066
C 4.72298 2.58698 -0.22229 -0.0270 0.0191 0.0129
C 3.55132 2.07679 0.31218 0.1019 -0.1223 -0.0462
C 2.31557 -1.49419 2.00871 0.0791 -0.0930 -0.0051
C 1.54248 -2.64035 1.83729 -0.0243 0.0018 -0.0048
C 1.83013 -3.77230 2.58351 0.0287 0.0280 0.0086
C 2.87454 -3.74952 3.49948 -0.0376 -0.0525 -0.0223
C 3.64133 -2.60473 3.67473 -0.0142 0.0484 -0.0323
C 3.36899 -1.47193 2.92605 -0.0127 -0.0371 0.0312
H 1.20110 2.90166 -2.53462 -0.0042 0.0328 -0.0144
H 3.16052 3.70955 -3.81528 -0.0053 0.0007 0.0034
H 4.89598 2.11957 -4.54251 0.0004 -0.0072 0.0003
H 4.69973 -0.28402 -4.01070 -0.0010 -0.0077 0.0019
H 2.73023 -1.11620 -2.77606 -0.0009 -0.0208 -0.0063
H -0.65369 -2.37485 -0.99711 -0.0117 -0.0223 0.0047
H -1.59780 -4.22300 -2.35475 0.0032 0.0045 0.0165
H -1.68947 -4.01917 -4.80833 -0.0014 0.0080 -0.0064
H -0.83669 -1.99414 -5.92938 0.0083 0.0063 0.0028
H 0.13552 -0.15868 -4.59754 0.0080 0.0070 -0.0183
H 4.36903 -1.23894 0.25797 0.0123 -0.0088 -0.0034
H 6.44925 -0.29816 -0.68967 -0.0098 -0.0147 0.0031
H 6.67310 2.13886 -0.98463 -0.0065 0.0022 -0.0008
H 4.83826 3.65505 -0.34820 -0.0068 -0.0006 0.0039
H 2.74603 2.73556 0.61075 -0.0036 0.0212 0.0017
H 0.72679 -2.64533 1.12281 0.0257 -0.0194 0.0291
H 1.24567 -4.67270 2.45361 -0.0097 0.0074 -0.0130
H 3.09557 -4.63540 4.07985 -0.0045 0.0058 0.0033
H 4.45080 -2.59963 4.39152 0.0060 0.0193 -0.0092
H 3.97114 -0.57941 3.04965 0.0041 -0.0151 0.0263
C -7.04224 1.46104 1.54473 0.0147 -0.0189 -0.0132
C -6.20211 0.27035 1.97589 0.0510 0.0369 0.0131
N -4.81228 0.64722 2.30825 -0.1683 -0.0117 0.1363
C -4.62726 1.32583 3.60631 -0.0168 0.0297 -0.0813
C -4.36530 2.82173 3.48121 0.0105 -0.0210 0.0285
C -3.79671 0.42674 1.49872 0.1607 0.0996 0.2257
C -4.02853 -0.21887 0.17032 0.0244 -0.0847 -0.0627
N -2.54648 0.75439 1.82546 0.1942 -0.2229 -0.1404
H -8.04352 1.12083 1.28440 -0.0042 0.0122 -0.0063
H -6.60935 1.95528 0.67378 -0.0149 -0.0003 -0.0010
H -7.14024 2.19446 2.34406 -0.0009 -0.0010 0.0049
H -6.19009 -0.49631 1.20800 0.0146 -0.0006 -0.0188
H -6.62096 -0.19070 2.87031 0.0119 -0.0154 -0.0015
H -3.83335 0.82022 4.16121 0.0220 -0.0148 -0.0086
H -5.54057 1.15750 4.17257 0.0006 -0.0127 -0.0034
H -3.47052 3.04407 2.90003 -0.0049 -0.0033 0.0038
H -4.23421 3.24447 4.47660 -0.0008 0.0179 -0.0079
H -5.20545 3.32525 3.00721 -0.0015 0.0059 -0.0028
H -4.33103 -1.25776 0.30989 -0.0240 0.0121 -0.0179
H -3.11632 -0.21096 -0.42354 -0.0004 0.0207 0.0046
H -4.80467 0.29490 -0.39418 -0.0101 -0.0031 -0.0068
H -2.42588 1.08636 2.77588 -0.0951 -0.0261 -0.0143
```
Positions in Å, forces in eV/Å.

These are the Mulliken partial charges, in e, on atoms 1 to 5: atom 1 (Ru): -0.477, atom 2 (S): -0.409, atom 3 (P): 1.377, atom 4 (C): -0.232, atom 5 (P): 1.526



# 3
Computed, not measured: a structure of composition C37H45N11O9PS6Sn, with the ωB97M-V functional and the def2-TZVPD basis.

Values from the calculation:
Frontier orbital gap (eV): 6.35
Energy relative to the best compared isomer or geometry (same formula, charge and spin) (kJ/mol): 13.00
LUMO level (eV): 1.91
Net charge: -1
Maximum force (eV Å⁻¹): 0.546
HOMO energy (eV): -4.44

XYZ file:
```
110
Properties=species:S:1:pos:R:3:forces:R:3
Sn -0.42058 -0.64744 -0.12649 -0.2023 -0.0840 0.2889
C -4.47644 0.39925 -0.94118 0.2454 -0.0863 0.0806
N -3.15670 0.36970 -1.52686 -0.1562 0.1529 -0.2183
C -3.01076 -0.33181 -2.78189 0.1746 0.0415 0.1193
C -2.50643 -1.73615 -2.61904 0.0919 -0.2793 0.1300
N -1.65008 -2.18795 -1.73277 -0.1123 0.0177 -0.2054
C -1.44009 -3.53249 -2.05950 -0.2599 -0.0028 -0.0955
C -0.59010 -4.49193 -1.51253 -0.0672 -0.0770 0.0657
C -0.58253 -5.75035 -2.08656 -0.0108 0.0280 0.0494
C -1.38532 -6.06676 -3.18903 -0.0247 0.0143 -0.0509
C -2.21911 -5.12219 -3.75630 -0.0352 0.0379 -0.0860
C -2.22311 -3.86028 -3.17646 0.1123 -0.0263 0.2111
N -2.91251 -2.70714 -3.48247 -0.1357 0.1225 0.0054
C -4.38711 0.44232 0.55667 -0.0579 0.0215 0.0824
N -3.36939 0.05445 1.25958 0.1235 -0.1046 -0.0213
C -3.75713 0.18505 2.58455 -0.2596 0.0658 0.0220
C -3.07642 -0.14724 3.75244 0.0567 -0.0224 -0.0227
C -3.72699 0.05519 4.95587 0.0721 0.0187 0.0405
C -5.02409 0.58352 5.01032 -0.0524 0.0286 -0.0470
C -5.71722 0.91725 3.85914 -0.0332 -0.0363 0.0055
C -5.06492 0.69353 2.65304 0.1348 -0.0154 0.0188
N -5.44472 0.85768 1.33386 0.0224 0.0080 -0.0017
H -5.00356 -0.51909 -1.21802 -0.0282 0.0079 0.0056
H -5.08523 1.24740 -1.29140 -0.0650 -0.0434 -0.0159
H -2.78231 1.30227 -1.61605 0.0330 0.0257 0.1036
H -2.26593 0.19105 -3.38287 0.0519 -0.0454 -0.0481
H -3.94112 -0.36068 -3.36644 0.0089 -0.0271 -0.0472
H 0.05982 -4.26811 -0.68369 0.0007 0.0390 0.1012
H 0.06337 -6.51066 -1.66555 0.0145 0.0142 -0.0035
H -1.34646 -7.06309 -3.61154 0.0058 0.0054 0.0111
H -2.83247 -5.34918 -4.61997 0.0232 -0.0082 0.0152
H -3.37468 -2.51147 -4.35304 -0.0024 -0.0143 -0.0023
H -2.08322 -0.57584 3.69551 -0.0434 0.0267 0.0033
H -3.22811 -0.20279 5.88177 0.0049 -0.0137 -0.0225
H -5.50064 0.71957 5.97315 0.0186 0.0215 -0.0083
H -6.72449 1.31413 3.89910 0.0111 -0.0128 0.0215
H -6.33260 1.18995 1.00623 -0.0139 0.0074 -0.0555
S 1.71388 -4.32430 1.97807 -0.0261 0.0436 0.0260
C 0.90952 -3.05975 1.26459 0.2965 -0.2003 0.1214
S 1.72861 -2.02182 0.11845 -0.2142 0.0233 -0.1016
S -0.75178 -2.70822 1.57470 -0.1840 0.1693 -0.2099
C 3.83387 0.08145 2.56365 0.0313 -0.0368 0.0621
C 4.93123 0.98162 3.10798 -0.3161 0.0188 0.1806
S 4.54111 1.66678 4.71892 0.2611 0.2781 0.0615
O 4.00670 0.63677 5.57011 -0.1681 -0.1042 -0.0525
O 5.70535 2.39517 5.16844 -0.0173 0.0501 -0.1400
C 3.24398 2.92303 4.44713 0.0361 -0.4093 -0.0188
C 1.91091 2.57547 5.10955 0.2126 -0.1543 -0.0963
N 1.22014 1.48482 4.43023 -0.0622 -0.0158 0.3116
C 0.77970 1.51917 3.14646 -0.0342 -0.0710 0.0508
N 0.39774 0.33221 2.72078 -0.0701 0.1490 -0.0005
C 0.58592 -0.52400 3.75964 0.1688 -0.1357 0.1944
C 1.08007 0.16373 4.83193 0.0074 0.1304 -0.4739
N 1.25719 -0.31695 6.15996 0.0083 -0.0567 0.2445
O 1.24644 0.49013 7.08233 0.0218 0.0961 -0.1063
O 1.35262 -1.51653 6.30280 0.0103 -0.0230 -0.0712
C 0.72964 2.76823 2.34291 0.0442 -0.0276 0.0006
H 4.17996 -0.47552 1.69403 0.0060 0.0480 -0.0240
H 2.95239 0.64185 2.25378 0.0146 -0.0170 -0.0165
H 3.53015 -0.64265 3.31973 -0.0100 -0.0166 -0.0507
H 5.15798 1.84014 2.47299 0.0568 -0.0365 -0.0204
H 5.85547 0.43274 3.29468 0.0219 0.0449 0.0541
H 3.14834 3.05657 3.36844 0.0155 0.1043 0.0528
H 3.66920 3.81940 4.89536 -0.0189 0.0526 -0.0633
H 1.26421 3.45276 5.11923 0.0166 0.0249 -0.0084
H 2.08048 2.26869 6.13410 -0.0614 -0.0129 0.0812
H 0.35697 -1.57669 3.68709 -0.0441 0.0298 0.0235
H 0.84713 3.65236 2.96867 -0.0177 0.0179 -0.0688
H -0.22678 2.81447 1.82987 -0.0440 -0.0158 -0.0394
H 1.49926 2.76726 1.56782 -0.0004 0.0302 -0.0246
N 4.14776 -5.21404 -4.69579 -0.0604 -0.0718 -0.1052
C 3.31368 -4.09874 -4.65816 -0.0868 0.0648 -0.0965
C 2.09061 -4.16009 -3.98347 0.0468 0.0292 0.0060
C 1.24413 -3.07161 -3.98513 0.0733 0.0554 -0.0306
C 1.60218 -1.90992 -4.66171 -0.1256 0.0528 -0.0050
C 2.79881 -1.84413 -5.35424 -0.0835 0.1041 0.0687
C 3.65103 -2.93652 -5.35184 0.0764 -0.0616 0.0281
S 0.48787 -0.53729 -4.54633 0.2921 0.3157 0.3271
O 0.92861 0.49426 -5.46601 0.2914 -0.0193 0.1442
O -0.83004 -1.07575 -4.80410 -0.1377 -0.0183 0.2146
N 0.54997 -0.08539 -3.00647 -0.0468 0.2149 -0.3087
C 1.55107 0.66780 -2.50363 0.0308 -0.2264 -0.0876
S 2.93457 1.35195 -3.39650 -0.2749 -0.1644 -0.0505
C 3.62959 1.87472 -1.90260 0.0680 0.0968 -0.1818
C 2.80340 1.56050 -0.88701 -0.3086 -0.0444 0.1885
N 1.63174 0.92142 -1.20543 0.3554 -0.0500 -0.4112
H 4.00798 -5.87764 -3.95281 0.0641 0.0197 0.0638
H 5.11676 -5.02883 -4.89030 0.0324 0.0150 0.0741
H 1.81342 -5.05919 -3.44465 -0.0026 0.0305 -0.0128
H 0.29793 -3.10498 -3.46019 0.2555 -0.0334 -0.0989
H 3.05090 -0.93893 -5.88993 0.0310 0.0192 0.0109
H 4.59470 -2.88963 -5.88445 -0.0166 0.0002 -0.0172
H 4.58211 2.37870 -1.86612 -0.0281 -0.0250 0.0235
H 3.00646 1.76136 0.15785 0.0257 0.0213 -0.0249
C 1.02222 4.97518 -0.90665 0.0374 -0.0765 0.0357
O -0.37007 4.69506 -0.99409 -0.1110 0.0112 0.0239
P -0.91712 3.13493 -0.90132 -0.1751 0.4831 0.0332
O -0.93289 2.67682 -2.43412 0.1647 -0.1474 -0.1336
C -1.20010 3.51717 -3.55943 -0.0464 -0.0430 0.0381
O -2.51105 3.57216 -0.81529 -0.0156 -0.1306 -0.0823
C -3.05446 3.86839 0.46183 0.1080 -0.0253 0.1066
H 1.23425 5.81946 -1.56286 -0.0026 -0.0282 -0.0089
H 1.63606 4.12805 -1.21749 0.0389 -0.0653 -0.0160
H 1.29058 5.25588 0.11612 -0.0186 -0.0406 -0.0143
H -0.76803 3.01965 -4.42463 0.0002 -0.0315 -0.0082
H -0.74223 4.49667 -3.42611 -0.0071 0.0019 0.0070
H -2.27653 3.63735 -3.69237 0.0103 0.0015 0.0166
H -2.90071 3.03953 1.16230 -0.0226 -0.0014 -0.0272
H -4.12254 4.03078 0.32787 -0.0119 -0.0175 0.0339
H -2.61081 4.77679 0.87932 -0.0066 0.0013 -0.0297
```
Positions in Å, forces in eV/Å.

These are the Mulliken partial charges, in e, on atoms 1 to 5: atom 1 (Sn): 1.394, atom 2 (C): -0.871, atom 3 (N): 0.849, atom 4 (C): -0.987, atom 5 (C): 0.153